Record 1
Computed, not measured: C3H8N2O2 as an isolated structure in a non-equilibrium geometry, with ωB97M-V/def2-TZVPD.

## Properties
HOMO: -8.859 eV
Orbital gap: 0.207 hartree
ΔE to the lowest compared entry with this formula, charge and spin: 249.7 kcal/mol

Last column: Mulliken charge in e.
Geometry (Å):
C  1.88288  0.45844  0.40908  -0.3275
N  1.19962  0.56250  1.69174  -0.5006
C  -1.85118  0.46482  0.18811  0.0759
O  -2.05942  -0.41855  1.21201  -0.4012
O  -2.34285  0.20061  -0.95898  -0.4975
C  1.00077  -0.37366  -0.85336  -0.2117
N  2.01242  -1.05207  -1.64646  -0.6564
H  2.58112  1.11708  -0.09928  0.3631
H  2.57351  -0.36875  0.50375  0.3075
H  1.24221  1.49367  1.97825  0.2166
H  -1.59205  1.42809  0.58821  0.4225
H  0.47006  0.51674  -1.52831  0.3107
H  0.22977  -1.06433  -0.43172  0.4003
H  1.98406  -0.80921  -2.55226  0.2617
H  -0.94968  -0.44035  0.73721  0.2368

Cartesian forces (eV/Å) of the 3 atoms listed first:
C 0.5 -1.3 4.8
N 1.7 -1.6 -5.0
C -6.7 -0.7 -4.3

=====

Record 2
Computed, not measured: a 5-piece molecular cluster, C5H20N2O5 overall in a non-equilibrium geometry, with ωB97M-V/def2-TZVPD.

## Properties
SMILES: C[C@H](CC=O)NCN.O.O.O.O
HOMO: -8.323 eV
Orbital gap: 0.326 hartree
ΔE to the lowest compared entry with this formula, charge and spin: 67.7 kcal/mol

Last column: Mulliken charge in e.
Geometry (Å):
C  -0.40497  -1.23284  0.97754  -1.7517
C  -1.25543  -0.77025  -0.18569  0.2502
C  -0.69032  -1.14441  -1.58457  -0.1530
C  -0.29737  -2.60142  -1.53296  -0.0445
O  0.77674  -3.01731  -1.85820  -0.4969
N  -1.76832  0.57303  -0.10538  -0.1502
C  -1.10681  1.66579  0.55411  -0.8624
N  -0.06914  2.34472  -0.20581  -0.4910
H  -0.69203  -0.67297  1.87264  0.4848
H  -0.53362  -2.24728  1.37922  0.4368
H  0.67525  -1.34608  1.08716  0.3944
H  -2.15308  -1.40391  -0.12256  0.2339
H  -1.30144  -0.83110  -2.43253  0.4490
H  0.20610  -0.55487  -1.79077  -0.1179
H  -1.11035  -3.25333  -1.16398  0.3787
H  -2.66645  0.68558  -0.52550  0.2943
H  -1.90565  2.31771  0.90961  0.4575
H  -0.68232  1.33502  1.50546  0.3157
H  0.64229  1.63477  -0.35230  0.2064
H  -0.37423  2.71843  -1.09149  0.2600
O  3.11683  2.65741  1.27028  -0.6327
H  2.59940  3.19029  0.64331  0.3076
H  3.93116  2.68481  0.75110  0.3147
O  2.49264  0.22664  -1.35865  -0.6611
H  2.35271  -0.23150  -0.51962  0.3665
H  2.30433  -0.35125  -2.10061  0.3020
O  -4.23903  0.23146  1.44814  -0.6182
H  -4.50002  1.00306  1.96498  0.3069
H  -3.44580  -0.00062  1.93954  0.2978
O  2.47224  -0.18053  1.45262  -0.6860
H  1.88796  0.53057  1.71062  0.3211
H  3.27873  0.13616  1.04009  0.2873

Cartesian forces (eV/Å) of the 3 atoms listed first:
C 0.5 -0.7 2.5
C -1.0 -1.0 -1.2
C 1.4 0.6 0.5

=====

Record 3
Computed, not measured: C27H31NRu as an isolated structure in a non-equilibrium geometry, with ωB97M-V/def2-TZVPD.

## Properties
HOMO (alpha / beta): -13.940 / -14.031 eV
⟨S²⟩: 6.056
Orbital gap (alpha / beta): 0.319 / 0.202 hartree
2S+1: 5
Net charge: +2

Last column: Mulliken charge in e.
Geometry (Å):
Ru  0.68597  0.98860  -0.16472  -0.2792
C  3.46458  -0.45730  2.35701  -1.4598
C  2.49383  0.61915  2.83377  0.1030
C  3.12178  1.48619  3.93389  -1.4824
C  2.01197  1.53134  1.72725  1.0801
C  0.78897  2.23455  1.87760  -0.3840
C  0.35893  3.15628  0.91999  -0.9886
C  1.12463  3.42872  -0.23794  1.0011
C  0.66476  4.44341  -1.24260  -1.5688
C  2.35635  2.75469  -0.37061  -0.3060
C  2.78691  1.82280  0.58517  -0.8875
H  3.70554  -1.12095  3.18619  0.4514
H  4.40742  -0.02893  2.01332  0.3935
H  3.04463  -1.05882  1.54757  0.2597
H  1.60689  0.13130  3.25037  0.3649
H  3.96064  2.06245  3.53924  0.3852
H  3.49607  0.85106  4.73554  0.4162
H  2.40135  2.18247  4.36363  0.3925
H  0.20019  2.08190  2.77369  0.5862
H  -0.56303  3.70083  1.07800  0.5170
H  -0.10436  4.02754  -1.89494  0.2955
H  1.49139  4.78051  -1.86421  0.4173
H  0.23434  5.30642  -0.73639  0.4135
H  2.99933  2.98080  -1.21219  0.5094
H  3.74749  1.34425  0.45596  0.3042
C  -1.17119  0.71250  -0.59038  -0.8225
C  -2.39750  0.71779  -0.72210  0.2650
C  -3.80345  0.71374  -0.87065  0.6092
C  -4.37674  0.73162  -2.15281  -0.3305
C  -5.75038  0.73337  -2.28990  -0.5977
C  -6.56054  0.72629  -1.15868  -0.3849
C  -6.00135  0.71388  0.11560  -0.6397
C  -4.62931  0.70394  0.26538  -0.3687
H  -3.73502  0.75419  -3.02372  0.4704
H  -6.19528  0.74951  -3.27506  0.4235
H  -7.63643  0.73314  -1.27130  0.4154
H  -6.64029  0.71416  0.98768  0.4202
H  -4.18114  0.69193  1.24992  0.4509
C  -1.74081  -2.50724  -1.31110  -0.3037
N  -0.97658  -3.15976  -0.27879  0.3931
C  -1.00231  -4.59878  -0.19740  -0.8256
C  0.00701  -2.38718  0.46468  -1.5755
C  1.17425  -2.04828  -0.45810  1.9513
C  2.01303  -3.08293  -0.85797  -0.5767
C  3.02935  -2.86072  -1.77720  -0.8913
C  3.19062  -1.59759  -2.32420  -0.7812
C  2.37514  -0.55617  -1.90036  -0.3678
C  1.36780  -0.74695  -0.94508  0.1443
H  -2.64197  -3.07685  -1.52281  0.4243
H  -1.12312  -2.46684  -2.21815  0.3278
H  -1.96679  -1.48531  -1.01212  -0.2471
H  -2.02207  -4.95516  -0.33606  0.3302
H  -0.60079  -4.93382  0.75479  0.3111
H  -0.39123  -5.00235  -1.01459  0.4295
H  0.31849  -2.97586  1.32577  0.4949
H  -0.48011  -1.46694  0.79149  0.3909
H  1.89063  -4.07498  -0.43801  0.5357
H  3.68391  -3.67098  -2.06785  0.4398
H  3.95740  -1.41934  -3.06607  0.4443
H  2.53023  0.42872  -2.32949  0.5066

Cartesian forces (eV/Å) of the 3 atoms listed first:
Ru -0.9 -0.3 -0.4
C 0.0 0.0 0.0
C 0.0 -0.1 0.0